1.
Computed, not measured: 5 unconnected molecules or ions with the total composition C3H15O5, with ωB97M-V/def2-TZVPD.

total charge	-1
energy relative to the best compared isomer or geometry (same formula, charge and spin)	1.569	eV
HOMO level	-0.1658	hartree
orbital gap	8.2	eV

Last column: Mulliken charge in e.
Geometry (Å):
C (0.92, -1.21, 0.24)  -0.63
O (0.78, 0.12, -0.05)  -0.84
C (-0.40, -2.02, -0.23)  -0.13
C (-0.22, -3.52, -0.06)  -1.05
H (1.16, -1.22, 1.27)  0.32
H (1.89, -1.63, -0.31)  0.19
H (-0.36, -1.74, -1.29)  0.16
H (-1.29, -1.57, 0.28)  0.22
H (-1.17, -3.97, -0.21)  0.34
H (0.00, -3.67, 1.04)  0.24
H (0.65, -4.07, -0.55)  0.28
H (-0.16, 2.06, 1.43)  0.25
H (-0.42, 0.93, 0.59)  0.39
O (-0.96, 1.63, 1.04)  -0.68
H (-0.06, 3.21, -0.66)  0.29
H (1.09, 2.81, -1.48)  0.44
O (0.39, 3.52, -1.37)  -0.71
H (-2.58, 2.59, 0.90)  0.35
H (-2.66, 1.73, 2.21)  0.32
O (-3.13, 2.35, 1.62)  -0.66
H (2.47, 1.02, -2.14)  0.28
H (1.77, 1.00, -0.84)  0.43
O (2.27, 1.64, -1.44)  -0.80

=====

2.
Computed, not measured: 11 unconnected molecules or ions with the total composition C29H76BFN23O14, with ωB97M-V/def2-TZVPD.

total charge	-1
HOMO level	-0.1877	hartree
orbital gap	6.2	eV

Last column: Mulliken charge in e.
Geometry (Å):
C (2.41, -0.41, 2.52)  -0.13
O (3.64, -1.07, 2.73)  -0.47
C (4.50, -1.07, 1.60)  -0.02
C (4.27, -2.27, 0.68)  -0.65
C (3.31, -1.93, -0.47)  0.45
C (3.45, -2.84, -1.69)  -1.16
C (2.23, -2.79, -2.62)  -1.10
C (1.99, -1.38, -3.20)  -0.32
C (0.99, -0.54, -2.40)  -0.65
C (0.59, 0.77, -3.12)  1.23
O (-0.82, 0.84, -3.11)  -0.97
B (-1.27, 2.04, -2.38)  1.19
F (-1.98, 2.94, -3.27)  -0.40
N (-2.22, 1.53, -1.26)  0.12
C (-3.17, 2.58, -0.84)  -0.95
C (-2.97, 0.44, -1.71)  0.53
C (-2.87, -0.85, -0.92)  -1.37
O (-3.73, 0.47, -2.68)  -0.65
O (-0.05, 2.67, -1.93)  -0.73
C (1.12, 2.13, -2.52)  2.17
C (1.47, 2.99, -3.74)  -1.36
C (2.50, 2.41, -4.69)  0.81
C (1.92, 2.00, -6.04)  -1.48
N (3.74, 2.24, -4.43)  -0.66
C (2.14, 1.96, -1.39)  -0.57
C (2.96, 3.17, -1.02)  0.25
C (2.89, 3.52, 0.46)  -1.11
N (3.69, 3.84, -1.82)  -0.65
H (1.98, -0.19, 3.50)  0.29
H (1.69, -1.05, 1.99)  0.23
H (2.52, 0.51, 1.96)  -0.14
H (4.40, -0.14, 1.04)  0.13
H (5.51, -1.09, 2.00)  0.03
H (3.84, -3.10, 1.24)  0.33
H (5.24, -2.55, 0.25)  0.36
H (3.53, -0.90, -0.78)  -0.04
H (2.27, -1.92, -0.14)  0.18
H (3.57, -3.86, -1.33)  0.39
H (4.33, -2.60, -2.29)  0.31
H (1.32, -3.11, -2.10)  0.43
H (2.42, -3.48, -3.45)  0.33
H (1.57, -1.48, -4.21)  0.44
H (2.95, -0.87, -3.30)  0.28
H (1.34, -0.39, -1.38)  -0.08
H (0.08, -1.14, -2.32)  0.08
H (0.82, 0.58, -4.17)  -0.72
H (-3.68, 2.25, 0.08)  0.04
H (-2.64, 3.49, -0.60)  0.25
H (-3.94, 2.78, -1.59)  0.25
H (-2.26, -1.57, -1.46)  0.24
H (-3.89, -1.22, -0.80)  0.35
H (-2.47, -0.67, 0.08)  0.21
H (1.74, 4.00, -3.43)  0.47
H (0.55, 3.09, -4.32)  0.23
H (2.62, 2.16, -6.86)  0.45
H (0.98, 2.51, -6.25)  0.33
H (1.69, 0.93, -6.01)  0.09
H (4.18, 1.82, -5.24)  0.25
H (2.76, 1.09, -1.59)  -0.11
H (1.54, 1.73, -0.51)  0.55
H (3.11, 2.63, 1.04)  0.02
H (3.65, 4.26, 0.72)  0.50
H (1.90, 3.89, 0.73)  0.24
H (4.14, 4.61, -1.34)  0.24
C (-3.21, 0.77, 3.17)  0.48
O (-2.23, 0.40, 2.54)  -0.62
N (-3.14, 1.11, 4.50)  -0.37
N (-4.46, 0.90, 2.64)  -0.01
H (-3.94, 1.43, 5.03)  0.16
H (-2.24, 1.05, 4.94)  0.20
H (-4.60, 0.69, 1.67)  0.02
H (-5.24, 1.19, 3.21)  0.23
C (-7.51, 1.67, 5.16)  0.63
O (-6.32, 1.94, 5.01)  -0.72
N (-8.04, 1.24, 6.33)  -0.33
N (-8.38, 1.76, 4.12)  -0.35
H (-9.02, 1.01, 6.44)  0.27
H (-7.42, 1.16, 7.11)  0.18
H (-8.00, 2.07, 3.24)  0.23
H (-9.35, 1.53, 4.18)  0.15
C (-0.85, 1.72, -8.80)  0.71
O (0.22, 2.31, -8.85)  -0.64
N (-2.02, 2.29, -9.23)  -0.41
N (-0.97, 0.46, -8.28)  -0.38
H (-2.91, 1.83, -9.18)  0.15
H (-1.97, 3.22, -9.60)  0.20
H (-0.14, 0.03, -7.94)  0.22
H (-1.84, -0.03, -8.21)  0.17
C (-7.34, -0.33, 0.89)  0.73
O (-6.79, 0.73, 0.63)  -0.66
N (-7.51, -0.74, 2.18)  -0.32
N (-7.83, -1.16, -0.07)  -0.41
H (-7.95, -1.59, 2.46)  0.15
H (-7.14, -0.12, 2.89)  0.12
H (-7.72, -0.88, -1.03)  0.21
H (-8.29, -2.03, 0.13)  0.13
C (8.67, -1.06, 1.97)  0.68
O (7.97, -1.95, 1.50)  -0.62
N (9.54, -1.28, 2.99)  -0.29
N (8.63, 0.22, 1.49)  -0.39
H (10.13, -0.57, 3.39)  0.12
H (9.59, -2.22, 3.37)  0.15
H (8.00, 0.41, 0.73)  0.24
H (9.19, 0.96, 1.85)  0.15
C (-11.46, -0.54, 7.01)  0.67
O (-10.86, 0.47, 6.68)  -0.75
N (-11.61, -0.90, 8.31)  -0.39
N (-12.02, -1.38, 6.09)  -0.38
H (-12.10, -1.73, 8.60)  0.17
H (-11.21, -0.31, 9.01)  0.22
H (-11.92, -1.13, 5.12)  0.21
H (-12.52, -2.21, 6.33)  0.17
C (10.12, -4.79, 5.26)  0.68
O (10.60, -3.75, 4.84)  -0.68
N (10.04, -5.08, 6.60)  -0.34
N (9.64, -5.75, 4.43)  -0.41
H (9.65, -5.93, 6.96)  0.16
H (10.39, -4.39, 7.24)  0.20
H (9.68, -5.56, 3.44)  0.23
H (9.24, -6.61, 4.74)  0.16
C (-7.10, -1.74, -4.70)  0.57
O (-7.93, -2.55, -5.10)  -0.73
N (-6.16, -2.06, -3.77)  -0.33
N (-7.03, -0.46, -5.17)  -0.24
H (-5.45, -1.42, -3.44)  0.23
H (-6.17, -3.00, -3.43)  0.18
H (-7.69, -0.19, -5.87)  0.15
H (-6.36, 0.22, -4.87)  0.18
C (13.38, -1.81, 7.75)  0.52
O (13.48, -1.19, 8.80)  -0.65
N (14.46, -2.11, 6.97)  -0.35
N (12.18, -2.24, 7.26)  -0.30
H (14.40, -2.61, 6.11)  0.17
H (15.36, -1.81, 7.30)  0.21
H (11.36, -2.03, 7.80)  0.19
H (12.07, -2.74, 6.40)  0.21
C (-4.85, 2.49, -6.06)  0.62
O (-5.68, 1.67, -6.49)  -0.75
N (-3.99, 2.25, -5.04)  0.17
N (-4.75, 3.74, -6.61)  -0.40
H (-3.32, 2.91, -4.68)  0.15
H (-4.03, 1.35, -4.59)  -0.03
H (-5.37, 3.96, -7.36)  0.21
H (-4.10, 4.43, -6.28)  0.15

=====

3.
Computed, not measured: C5H12O in the gas phase, with ωB97M-V/def2-TZVPD.

total charge	0
energy relative to the best compared isomer or geometry (same formula, charge and spin)	0.820	eV
HOMO level	-0.3556	hartree
orbital gap	10.8	eV
structure (SMILES)	CCCCOC

Last column: Mulliken charge in e.
Geometry (Å):
C (1.29, -2.19, -1.26)  -1.26
C (1.22, -0.73, -0.83)  -0.25
C (0.22, -0.55, 0.30)  -0.49
C (-0.08, 0.89, 0.69)  -0.58
O (-1.37, 0.91, 1.28)  -0.31
C (-2.15, 2.02, 0.94)  -0.71
H (1.61, -2.85, -0.44)  0.31
H (1.97, -2.34, -2.09)  0.36
H (0.29, -2.54, -1.56)  0.33
H (0.93, -0.10, -1.69)  0.32
H (2.22, -0.38, -0.54)  0.28
H (-0.75, -0.97, 0.01)  0.29
H (0.57, -1.11, 1.17)  0.24
H (0.68, 1.28, 1.39)  0.27
H (-0.07, 1.54, -0.20)  0.36
H (-3.17, 1.79, 1.25)  0.25
H (-2.14, 2.20, -0.15)  0.32
H (-1.84, 2.95, 1.43)  0.27